Record 1
Here is a 7-piece molecular cluster, C35H91F2N5O9PS2 overall from the OMol25 dataset. Energies are from ωB97M-V/def2-TZVPD.

```
145
Properties=species:S:1:pos:R:3:forces:R:3
C 1.297455 -1.125502 1.506484 0.0 -0.9 0.5
C 0.654699 -0.913229 0.140768 -0.1 1.6 1.5
C 1.085344 0.489855 -0.328995 0.5 0.4 -0.5
O 0.874446 -1.930412 -0.747645 0.2 -1.4 -1.4
H 1.131783 -0.258122 2.146501 0.4 0.2 -0.1
H 2.363758 -1.373867 1.440098 0.0 0.2 0.0
H 0.809101 -1.944903 2.054914 0.2 -0.1 -0.3
H -0.400995 -0.778750 0.458837 -0.2 -0.4 -0.7
H 2.157658 0.526846 -0.548620 -0.1 -0.5 -0.5
H 1.050508 1.303350 0.408361 -0.6 -0.5 0.4
H 0.519426 0.890269 -1.174723 0.2 -0.3 -0.2
C 1.817244 0.288247 -4.344526 0.3 -0.9 0.8
C 0.434705 -0.283156 -4.294923 -1.4 0.1 -0.5
C -0.333159 -0.256960 -5.616654 0.4 1.0 0.2
O 0.552192 -0.674153 -6.622686 -0.5 -0.4 0.2
C -0.096976 -1.205716 -7.756890 -0.2 -0.5 -1.4
N 0.485586 -1.743529 -3.846398 0.3 0.5 1.8
H 0.768409 -1.751064 -2.826174 0.2 0.0 -0.2
H -0.443514 -2.162175 -3.820404 0.0 0.0 -0.7
H 1.138438 -2.263051 -4.434171 -0.3 0.0 -0.2
H 2.433725 -0.333872 -4.998246 0.0 0.7 -0.5
H 2.291641 0.224662 -3.355563 -0.2 0.1 0.1
H 1.733715 1.341950 -4.566128 0.4 0.2 -0.6
H -0.172327 0.274240 -3.576771 0.0 -0.3 0.3
H -0.671785 0.782594 -5.720018 0.2 0.0 -0.4
H -1.257718 -0.848530 -5.607300 0.1 -0.3 0.2
H -0.877424 -1.952803 -7.540999 0.3 0.1 0.5
H 0.657032 -1.696571 -8.376792 0.0 0.0 0.3
H -0.585713 -0.491757 -8.433102 0.2 0.4 0.5
C -2.333851 -6.230113 -1.165544 0.2 -0.2 0.3
C -2.124456 -4.910615 -0.438030 0.1 0.4 -0.2
C -2.120675 -5.043061 1.077405 -0.4 1.5 0.0
O -1.647045 -3.833308 1.654994 0.7 0.2 -0.5
C -1.430285 -3.917309 3.063609 -0.5 -1.1 -0.3
N -0.783429 -4.368416 -0.916559 1.1 0.1 0.6
H -0.838750 -3.889339 -1.814296 -0.2 -0.3 0.0
H -0.242079 -3.664179 -0.339596 -0.7 0.2 0.1
H -0.157877 -5.177446 -0.990877 -0.1 0.2 -0.3
H -1.692201 -7.004464 -0.732783 0.1 0.1 0.0
H -2.075407 -6.140758 -2.220831 -0.3 0.0 -0.1
H -3.350844 -6.598362 -1.059063 -0.1 0.1 -0.1
H -2.848613 -4.160596 -0.750593 -0.1 0.0 0.1
H -1.515583 -5.903222 1.371709 -0.3 -0.2 0.3
H -3.173497 -5.020742 1.368778 -0.1 -1.3 0.1
H -2.348273 -4.188887 3.601078 -0.1 0.3 -0.1
H -1.067500 -2.952727 3.397400 0.2 -0.1 0.1
H -0.762437 -4.763212 3.258773 0.4 0.4 0.2
C 3.097432 3.526693 0.657819 1.4 0.0 0.6
C 3.934424 2.416297 0.052183 0.8 -0.2 0.9
C 3.927768 2.446191 -1.438289 -0.3 -0.7 -1.3
O 4.853695 1.445516 -1.847372 1.0 -0.2 0.4
C 5.463336 1.650658 -3.123158 -2.4 0.5 -1.9
N 5.405116 2.522136 0.501891 1.1 1.8 -0.5
H 5.952303 1.869798 -0.079682 -0.2 -0.1 0.1
H 5.788604 3.458887 0.286767 -0.2 -0.2 -0.2
H 5.653862 2.432038 1.492690 -0.6 -0.5 -0.1
H 3.291958 3.597075 1.731640 -0.5 -0.3 0.1
H 2.048802 3.413644 0.414603 -0.1 0.2 0.0
H 3.521595 4.465738 0.290440 -0.5 0.1 -0.3
H 3.810139 1.395210 0.417303 -1.1 0.1 -0.1
H 4.090374 3.419823 -1.908933 0.5 0.2 0.3
H 2.924498 2.203768 -1.813343 -0.1 0.0 0.2
H 4.620625 1.797807 -3.828502 0.2 0.3 0.1
H 5.899937 0.767987 -3.582615 0.7 -0.2 1.0
H 6.034826 2.569701 -3.246169 0.5 -0.2 0.5
C 5.434720 -4.215637 -1.582972 1.3 -0.3 0.0
C 4.464032 -3.125362 -1.099626 2.1 -2.4 -1.7
C 4.948202 -1.762064 -1.618795 -1.5 1.3 1.0
O 6.166738 -1.281363 -1.140426 0.1 -1.0 0.7
C 6.154775 -1.128692 0.270688 0.4 1.1 -0.1
N 3.157574 -3.506638 -1.759272 -1.5 1.1 1.8
H 2.382727 -2.883728 -1.388272 -0.1 1.1 -0.3
H 3.190126 -3.522492 -2.775130 0.2 -0.2 0.0
H 2.776905 -4.359273 -1.337110 0.9 -0.5 -0.7
H 5.031516 -5.229530 -1.535906 -0.2 0.1 -0.1
H 6.378203 -4.290393 -1.030000 -0.4 0.4 0.6
H 5.869067 -4.011635 -2.567619 -0.7 0.0 -0.3
H 4.343654 -3.308110 -0.036592 -0.4 0.8 0.1
H 4.131844 -1.089765 -1.291251 0.2 0.4 -0.4
H 5.048896 -1.687473 -2.701649 -0.3 -0.6 -0.1
H 5.465449 -0.305095 0.512585 -0.4 -0.4 0.2
H 7.124206 -0.754484 0.600769 0.2 -0.3 -0.3
H 5.943888 -2.036721 0.833136 -0.2 0.0 -0.1
C -0.026841 0.076202 6.985619 -1.0 -1.3 0.3
C 0.443666 0.480048 5.595924 -0.8 0.8 0.0
C -0.653875 1.251872 4.783041 0.5 0.0 0.9
C -1.326718 0.363184 3.747590 -0.5 0.2 0.0
P -2.607077 1.100644 2.677362 0.5 -0.3 -0.6
C -1.935248 2.406735 1.601068 -1.1 0.3 0.7
C -1.678883 3.745911 2.317057 0.9 0.4 -0.2
C -2.016501 4.965817 1.473665 -0.2 0.9 -0.9
C -1.022180 5.289329 0.334357 0.4 -0.5 1.2
C -3.216870 -0.222593 1.563431 -0.8 0.5 0.9
C -3.956173 -1.322896 2.347545 0.4 0.0 -0.5
C -4.737685 -2.329573 1.484052 0.7 0.4 -0.5
C -6.137280 -1.862683 1.050584 0.4 -0.4 0.8
C -3.993204 1.685408 3.712397 1.3 -0.5 0.1
C -5.257000 2.055101 2.967513 -0.6 0.8 -0.5
C -6.458301 2.186932 3.885931 -0.9 -0.2 1.3
C -7.795640 2.418239 3.176716 0.7 0.4 -1.1
H -0.828779 0.679188 7.417429 0.3 0.5 -0.2
H 0.721789 -0.078890 7.759741 0.3 0.3 -0.3
H -0.511564 -0.907337 6.899690 0.1 0.0 0.0
H 0.687140 -0.425648 5.038197 0.5 0.1 0.0
H 1.276343 1.178386 5.652358 0.3 -0.4 0.0
H -0.136064 2.103083 4.340414 -0.3 0.0 -0.4
H -1.350958 1.658981 5.518251 -0.2 0.1 -0.2
H -1.890368 -0.458151 4.207208 0.3 -0.1 0.3
H -0.516462 -0.065335 3.157102 -0.4 -0.1 -0.4
H -2.780875 2.548403 0.914926 0.3 0.0 -0.3
H -1.050517 2.066745 1.066473 -0.2 -0.2 -0.1
H -0.598245 3.826811 2.486117 0.0 -0.2 0.3
H -2.129331 3.828007 3.307293 -0.2 -0.1 -0.1
H -1.985537 5.864059 2.092356 -0.2 -0.2 0.3
H -3.018958 4.958329 1.035153 -0.1 -0.4 0.3
H -0.728643 4.426320 -0.263780 -0.3 0.0 -0.3
H -0.120375 5.627416 0.856663 0.2 0.1 -0.3
H -1.389257 6.101461 -0.282474 0.0 -0.1 -0.2
H -2.365510 -0.631493 1.021825 -0.1 0.1 -0.2
H -3.941887 0.281029 0.918363 0.3 0.0 -0.4
H -4.676062 -0.916864 3.061900 0.2 0.2 0.1
H -3.169341 -1.847759 2.890264 -0.3 -0.2 0.2
H -4.650702 -3.236277 2.085391 -0.8 -0.3 -0.3
H -4.220773 -2.505911 0.531115 0.4 -0.2 0.3
H -6.576696 -1.294375 1.871746 -0.3 0.0 -0.2
H -6.774057 -2.715750 0.828679 -0.1 0.0 0.0
H -6.064766 -1.254518 0.151892 -0.1 0.2 0.1
H -3.513638 2.482773 4.289979 -0.5 0.3 0.0
H -4.133703 0.884773 4.447946 -0.2 -0.1 -0.1
H -5.516849 1.370705 2.151992 0.2 -0.2 0.2
H -5.121906 3.027734 2.478913 0.1 -0.1 -0.1
H -6.304830 3.022838 4.575330 0.2 -0.1 0.0
H -6.559719 1.302085 4.527413 0.2 -0.1 -0.1
H -8.723781 2.336616 3.733697 0.3 -0.1 0.6
H -7.878815 1.729139 2.330063 -0.1 0.1 0.0
H -7.764536 3.438184 2.783001 -0.2 -0.1 -0.2
N 0.912129 5.212615 -4.095260 2.1 -2.2 -1.1
S 0.129243 3.948627 -3.636912 -5.2 0.5 2.7
O 0.639369 3.129247 -2.562926 0.8 -0.1 0.0
O -0.654553 3.229147 -4.606860 0.8 0.0 0.1
F -0.997569 4.824753 -2.838010 0.6 -0.7 -0.5
S 1.997152 4.412048 -5.045372 2.7 3.2 -3.0
O 1.531079 4.082631 -6.357014 -0.3 -0.6 1.1
O 2.947009 3.549691 -4.394353 -0.8 -0.7 0.6
F 2.943914 5.651161 -5.363414 -0.6 0.0 0.5
```
Positions in Å, forces in eV/Å.

## Properties
- Orbital gap: 6.748 eV
- Spin multiplicity: 1
- Charge: +3



Record 2
Here is a 11-piece molecular cluster, C16H54O19 overall from the OMol25 dataset. Energies are from ωB97M-V/def2-TZVPD.

```
89
Properties=species:S:1:pos:R:3:forces:R:3
O -0.966421 2.666366 2.599201 0.0 0.8 0.7
C -0.906089 3.409087 3.866992 -0.6 -0.3 -1.0
C 0.021342 4.576563 3.705370 1.0 -0.1 -0.4
O -0.531728 5.466563 2.737530 0.2 0.0 0.1
H -0.918910 3.325236 1.879490 -0.1 -0.3 0.5
H -1.927067 3.728953 4.126372 0.3 0.0 0.1
H -0.530174 2.712933 4.613163 0.0 0.0 0.0
H 0.967343 4.145264 3.322422 -0.2 0.2 0.0
H 0.294989 5.135887 4.604812 -0.5 -0.3 0.3
H 0.152580 6.126149 2.584739 -0.2 0.1 -0.3
O -0.380981 -4.177560 1.468532 0.8 -0.4 -0.2
C -1.427997 -4.993964 0.974760 -0.1 -1.2 0.7
C -2.549941 -4.129208 0.590464 -1.2 1.2 0.3
O -3.010955 -3.305744 1.676349 0.4 -0.2 -0.8
H 0.437779 -4.682876 1.468810 0.0 -0.1 -0.1
H -1.151027 -5.603413 0.107947 0.3 0.1 0.0
H -1.776624 -5.678287 1.760234 0.2 0.0 0.0
H -3.419227 -4.734265 0.326403 0.2 -0.1 -0.4
H -2.213311 -3.514233 -0.255878 -0.4 0.0 0.0
H -2.427282 -2.532598 1.672947 0.1 0.1 0.4
O -3.789081 0.333559 2.618633 0.0 0.1 -0.2
C -4.384591 0.066246 1.363699 1.0 -0.2 -1.2
C -4.830044 1.346810 0.667594 0.7 0.2 1.8
O -5.324305 1.042682 -0.603009 -0.5 0.3 -0.9
H -2.956784 0.820601 2.470763 -0.4 -0.3 0.1
H -3.647766 -0.409765 0.672325 -0.3 0.1 0.4
H -5.202646 -0.650814 1.434158 0.0 0.2 0.5
H -3.944819 2.004272 0.628040 -0.2 0.0 -0.2
H -5.555494 1.847257 1.327937 -0.1 -0.1 -0.4
H -5.730326 1.851104 -0.941934 -0.2 -0.2 0.1
O -0.637181 -1.577360 1.643580 0.5 0.7 -0.6
C -0.393435 -0.900605 0.379007 -1.1 -0.4 1.0
C -0.176913 0.576517 0.614532 0.9 0.8 -1.2
O 0.408598 1.196479 -0.593680 -1.3 -0.6 0.6
H -0.161720 -2.426221 1.617249 -0.5 0.1 0.0
H 0.441191 -1.364494 -0.132837 0.2 0.2 -0.2
H -1.325142 -1.023549 -0.202211 0.4 0.0 -0.3
H 0.518210 0.777520 1.430601 0.1 -0.2 -0.1
H -1.098603 1.096842 0.883275 0.0 -0.2 -0.1
H -0.309981 1.388558 -1.247106 0.8 0.2 0.6
O 4.114476 1.009074 1.867477 -0.8 -1.2 0.2
C 3.438264 -0.210861 2.363271 0.9 0.8 0.4
C 2.740284 0.050644 3.698126 -0.4 -0.1 0.2
O 3.583940 -0.165391 4.851592 -0.6 0.0 -0.7
H 4.969202 1.038911 2.306377 0.0 0.1 0.0
H 2.724745 -0.559678 1.614777 0.1 0.3 -0.2
H 4.208958 -0.976956 2.513075 -0.3 0.0 -0.1
H 1.774171 -0.499363 3.736282 0.6 -0.3 0.2
H 2.387391 1.093397 3.682962 0.5 -0.1 0.3
H 3.724350 -1.127888 4.973848 -0.2 0.7 -0.4
O 2.331475 -3.159036 -3.075162 0.5 -0.4 0.4
C 2.950929 -2.672271 -1.854590 -0.2 1.7 -2.2
C 2.247067 -3.321960 -0.783993 -0.5 -2.7 1.3
O 2.546653 -4.764384 -0.735426 -0.3 0.7 -0.1
H 2.852098 -2.871473 -3.826101 0.1 0.1 -0.1
H 4.030820 -2.819106 -1.805858 0.0 -0.2 -0.2
H 2.721256 -1.595513 -1.836989 0.4 0.0 0.4
H 1.165272 -3.225405 -0.938129 0.2 0.3 0.3
H 2.601266 -2.974101 0.185542 -0.3 0.3 0.1
H 2.317411 -5.147778 -1.598417 0.1 0.4 0.3
O 4.011513 3.716670 -3.713174 1.1 0.8 0.4
C 3.331272 2.518040 -3.862355 -0.2 -2.2 -0.5
C 1.866108 2.752328 -3.766550 -0.8 0.4 0.5
O 1.265605 3.123049 -5.019081 0.2 0.1 0.5
H 4.620905 3.599494 -2.977531 0.0 0.3 -0.1
H 3.569706 2.044336 -4.826205 -0.1 0.3 -0.2
H 3.612962 1.734334 -3.147828 0.1 0.6 0.3
H 1.770495 3.518655 -2.973256 -0.3 0.1 -0.5
H 1.309875 1.910589 -3.347721 0.1 -0.2 -0.5
H 1.897262 3.692087 -5.481312 -0.2 -0.1 0.2
O -3.689049 1.083839 -3.034901 -0.4 -0.4 0.1
C -3.421097 -0.320682 -3.159725 -0.2 -0.3 0.4
C -2.261942 -0.503869 -4.081958 1.3 0.5 -0.7
O -2.462664 0.157381 -5.338897 -0.3 -0.4 0.4
H -4.408772 1.162656 -2.376391 0.6 0.0 -0.2
H -3.189158 -0.747576 -2.175514 0.0 0.0 -0.1
H -4.282751 -0.863544 -3.559317 -0.1 0.2 0.0
H -2.042249 -1.563175 -4.260012 -0.5 0.1 -0.1
H -1.302197 -0.136841 -3.663013 -0.5 0.2 0.2
H -3.016856 0.935546 -5.177680 0.2 -0.2 0.0
O 3.229416 1.056841 -1.004111 -1.3 0.1 0.4
H 3.526648 1.145119 -0.070970 -0.4 0.0 -0.7
H 2.221385 1.175995 -1.018750 1.8 -0.2 0.5
O 3.403364 -3.001599 4.495048 -0.7 -0.3 -0.2
H 3.622037 -3.731396 3.895771 0.0 0.3 0.2
H 2.427890 -2.953552 4.491652 0.6 -0.1 0.0
O -1.218613 2.411253 -2.478448 -1.3 -1.3 -0.5
H -1.512284 3.276133 -2.790566 0.2 -0.2 0.0
H -1.944310 1.770536 -2.777144 1.0 1.5 0.5
```
Positions in Å, forces in eV/Å.

## Properties
- Orbital gap: 9.654 eV
- Spin multiplicity: 1
- Energy above the lowest of the compared OMol25 structures with the same formula, charge and spin: 166.5 kJ/mol
- Charge: 0



| no. | calculated total energy (hartree) |
| --- | --- |
| 1 | -3675.48554 |
| 2 | -2071.41858 |